1.
# C35H38B2F4N4O4Sb2Tl

A structure of composition C35H38B2F4N4O4Sb2Tl (ωB97M-V/def2-TZVPD, the OMol25 dataset).

Computed properties:
Highest occupied orbital energy (alpha / beta)   -15.919 / -15.917 eV
Largest force on an atom   0.0576 hartree/bohr
Orbital gap (alpha / beta)   4.62 / 5.10 eV
LUMO energy (alpha / beta)   -11.2948 / -10.8210 eV
Total charge   +3
Total energy   -2977.584789 Eh

Last column: Löwdin charge in e.
CARTESIAN COORDINATES (ANGSTROEM)
Tl -0.819 -0.256 1.624  0.92
C -2.911 -0.688 6.185  0.03
C -1.923 -0.426 5.062  -0.19
N -1.910 -1.119 3.940  0.06
O -2.919 -2.103 3.907  0.09
B -3.481 -2.305 2.560  -1.01
F -2.375 -2.493 1.685  0.03
F -4.433 -3.317 2.523  0.19
O -4.290 -1.023 2.124  0.14
N -3.419 -0.016 1.860  0.06
C -3.969 1.162 2.147  -0.16
C -5.414 1.459 2.312  0.03
C -3.068 2.327 2.279  -0.21
N -1.813 2.170 1.957  0.09
O -1.096 3.415 2.306  0.13
B -0.007 3.251 3.077  -0.80
F 1.015 4.150 2.902  0.22
F 1.822 0.942 -0.799  -0.50
O 0.246 2.260 3.966  0.12
N -0.458 1.014 3.941  0.04
C -0.965 0.703 5.096  -0.19
C -0.804 1.511 6.407  0.04
C -3.544 3.644 2.840  0.04
H -2.555 -0.431 7.199  0.10
H -3.197 -1.729 6.034  0.10
H -3.834 -0.074 5.987  0.13
H -5.936 0.565 2.098  0.08
H -5.712 2.249 1.592  0.14
H -5.672 1.768 3.362  0.14
H 0.269 1.751 6.621  0.12
H -1.300 1.020 7.203  0.05
H -1.205 2.554 6.224  0.12
H -3.272 4.426 2.153  0.11
H -3.051 3.870 3.830  0.14
H -4.600 3.586 2.822  0.06
C 1.145 0.456 -4.714  -0.29
C 2.621 0.588 -4.401  -0.35
C 2.890 1.518 -3.250  -0.29
Sb 3.653 0.783 -1.321  1.83
C 4.640 1.758 0.454  -0.31
C 3.798 2.377 1.356  -0.12
C 4.332 3.023 2.529  -0.03
C 5.697 3.114 2.776  -0.03
C 6.530 2.511 1.815  -0.04
C 6.001 1.850 0.683  -0.12
C 3.768 -1.268 -0.491  -0.32
C 4.315 -2.214 -1.324  -0.15
C 4.430 -3.506 -0.857  -0.06
C 4.060 -3.873 0.426  -0.04
C 3.464 -2.920 1.224  -0.05
C 3.409 -1.592 0.792  -0.11
Sb -0.207 -0.414 -3.142  1.68
C -0.020 -2.398 -3.934  -0.39
C 0.666 -3.406 -3.186  -0.11
C 0.674 -4.681 -3.748  -0.07
C 0.060 -4.974 -4.950  -0.05
C -0.624 -4.006 -5.628  -0.06
C -0.494 -2.730 -5.201  -0.16
C -2.139 -0.135 -3.921  -0.40
C -3.124 -1.103 -4.073  -0.10
C -4.272 -0.839 -4.798  -0.04
C -4.490 0.425 -5.313  -0.02
C -3.587 1.458 -5.010  -0.04
C -2.445 1.194 -4.264  -0.14
H 0.916 -0.277 -5.571  0.11
H 0.584 1.341 -4.968  0.05
H 3.108 1.013 -5.324  0.15
H 3.088 -0.451 -4.331  0.13
H 2.005 2.093 -3.013  0.06
H 3.625 2.297 -3.582  0.09
H 2.769 2.488 1.231  0.07
H 3.570 3.632 3.085  0.12
H 6.096 3.664 3.600  0.12
H 7.650 2.624 1.867  0.14
H 6.692 1.297 0.031  0.11
H 4.712 -1.948 -2.296  0.10
H 4.808 -4.288 -1.491  0.12
H 4.212 -4.908 0.790  0.14
H 3.169 -3.141 2.260  0.13
H 3.159 -0.753 1.467  0.11
H 1.161 -3.202 -2.221  0.09
H 1.165 -5.468 -3.249  0.10
H 0.044 -5.985 -5.293  0.12
H -1.161 -4.290 -6.562  0.14
H -0.948 -1.919 -5.748  0.10
H -2.957 -2.054 -3.628  0.11
H -4.895 -1.664 -5.093  0.12
H -5.216 0.572 -6.130  0.14
H -3.721 2.504 -5.338  0.13
H -1.782 2.011 -4.052  0.09

---

2.
# C3H4S2

A cluster of 2 separate species, C3H4S2 in total (ωB97M-V/def2-TZVPD, the OMol25 dataset).

Computed properties:
Highest occupied orbital energy (alpha / beta)   -6.484 / -8.087 eV
Spin multiplicity   3
Largest force on an atom   0.0642 hartree/bohr
Orbital gap (alpha / beta)   7.18 / 6.30 eV
LUMO energy (alpha / beta)   0.6998 / -1.7864 eV
Expectation value of S²   2.01
Total energy   -912.847979 Eh
ΔE to the lowest compared entry with this formula, charge and spin   2.836 eV

Last column: Löwdin charge in e.
CARTESIAN COORDINATES (ANGSTROEM)
C 1.498 -1.076 0.138  -0.37
C -1.237 1.623 -0.494  -0.72
C 0.537 -1.745 0.603  -0.37
S 0.646 -0.135 1.454  0.72
S -0.972 1.010 -1.959  0.59
H 2.290 -0.650 -0.553  0.11
H -0.514 1.307 0.373  -0.10
H -2.103 2.333 -0.322  0.01
H -0.144 -2.667 0.759  0.12

---

3.
# C2H3F4NOS

A cluster of 2 separate species, C2H3F4NOS in total (ωB97M-V/def2-TZVPD, the OMol25 dataset).

Computed properties:
Highest occupied orbital energy (alpha / beta)   -8.471 / -8.648 eV
Largest force on an atom   0.0663 hartree/bohr
Orbital gap (alpha / beta)   9.05 / 8.48 eV
LUMO energy (alpha / beta)   0.5838 / -0.1672 eV
Total energy   -1005.471478 Eh
ΔE to the lowest compared entry with this formula, charge and spin   4.611 eV

Last column: Löwdin charge in e.
CARTESIAN COORDINATES (ANGSTROEM)
C 0.755 -1.764 -0.395  -0.20
C 2.031 0.734 -0.094  -0.48
N -0.433 1.177 0.164  -0.20
O 0.672 0.053 1.919  -0.47
F -0.338 -1.624 -1.126  0.05
F 1.758 -2.094 -1.229  0.04
F 1.998 1.555 -1.152  0.04
F 3.257 0.313 0.168  0.09
S 0.814 1.235 1.137  0.82
H 0.739 -2.119 0.643  0.13
H -0.801 0.209 -0.069  0.09
H -0.905 1.952 -0.281  0.08